37
Properties=species:S:1:pos:R:3 method="wB97M-V/def2-TZVPD" e_lumo_ev=0.45 largest_force_ev_per_a=5.61 relative_energy_kj_mol=185.9 smiles="O=C(O)CC[C@@H](NC(=O)[C@@H]1Oc2ccccc2NC1=O)C(=O)O" total_charge=0
O 4.2800 0.6182 0.2451
C 3.5278 1.4753 -0.1575
O 2.8936 2.2675 0.6829
C 3.5735 1.9750 -1.6389
C 2.7235 1.0286 -2.5305
C 1.2127 1.0646 -2.1828
N 0.9181 0.1679 -1.0450
C 0.1521 -1.0390 -1.1267
O -0.0486 -1.4145 -2.2627
C -0.0488 -1.8525 0.1517
O -1.2689 -2.6269 0.1724
C -2.3890 -2.1171 0.8429
C -3.5872 -2.8598 0.7191
C -4.6012 -2.6685 1.6353
C -4.5005 -1.6273 2.5407
C -3.3553 -0.9218 2.6958
C -2.2415 -1.1412 1.8671
N -1.0195 -0.3871 2.0452
C 0.0559 -0.8437 1.3452
O 1.1579 -0.4525 1.8096
C 0.8081 2.5391 -1.8558
O 0.9920 3.3332 -2.7474
O 0.2706 2.8994 -0.6099
H 2.9975 1.8051 1.5226
H 3.3371 3.0820 -1.5982
H 4.6554 1.9878 -1.9335
H 3.0532 0.0551 -2.7233
H 2.7415 1.5846 -3.5710
H 0.5451 0.7968 -3.1016
H 1.0415 0.5057 -0.0703
H 0.7842 -2.4330 0.2269
H -3.5088 -3.6693 0.0081
H -5.5848 -3.2337 1.7454
H -5.3071 -1.5146 3.1992
H -3.5126 -0.1119 3.4479
H -0.7290 -0.0949 2.9530
H -0.0185 3.8234 -0.7011